No. 1
C16H16N5S2TcTe as an isolated structure. Source: OMol25; level of theory: ωB97M-V/def2-TZVPD.

Positions of all 41 atoms, in Å:
Te (0.989, -0.632, 0.240)
Tc (-0.162, 1.819, 0.307)
S (-0.804, 1.752, 2.803)
S (2.009, 2.646, -0.096)
N (1.923, 4.510, -3.533)
N (2.520, 4.136, -2.377)
N (0.620, 3.219, -2.364)
N (-2.275, 2.111, 0.485)
N (-0.438, 2.429, -1.905)
C (1.111, -1.383, 2.240)
C (1.359, -2.474, 4.741)
C (-1.947, -1.693, -0.033)
C (-0.044, -1.609, 2.994)
C (-2.463, -3.987, -0.617)
C (1.756, 3.352, -1.641)
C (2.382, -1.717, 2.692)
C (0.755, 3.961, -3.545)
C (-1.106, -4.296, -0.768)
C (-1.881, 2.005, 1.609)
C (-2.882, -2.675, -0.268)
C (-0.591, -2.016, -0.163)
C (-0.163, -3.328, -0.514)
C (0.095, -2.142, 4.266)
C (-0.279, 4.107, -4.586)
C (2.498, -2.246, 3.970)
H (1.457, -2.940, 5.713)
H (-3.937, -2.448, -0.184)
H (0.172, 4.568, -5.462)
H (-0.785, -2.315, 4.871)
H (3.267, -1.552, 2.092)
H (-1.028, -1.379, 2.611)
H (-2.269, -0.690, 0.218)
H (-3.203, -4.768, -0.749)
H (-1.087, 4.760, -4.247)
H (3.453, 4.473, -2.175)
H (-0.710, 3.147, -4.876)
H (-0.793, -5.289, -1.059)
H (3.483, -2.475, 4.355)
H (0.889, -3.573, -0.592)
H (-1.302, 2.976, -1.898)
H (-0.588, 1.657, -2.553)

Calculated total energy = -55432.8716 eV
Charge = +3
Multiplicity = 4
HOMO level (spin up / spin down) = -18.094 / -17.862 eV
LUMO level (spin up / spin down) = -11.325 / -13.644 eV

=====

No. 2
An isolated ion of composition C12H23N2O3 and charge +1 in a non-equilibrium geometry. Source: OMol25; level of theory: ωB97M-V/def2-TZVPD.

Positions of all 40 atoms, in Å:
O (0.995, -1.895, -2.047)
O (-3.762, -0.237, 0.231)
O (-0.463, 1.693, 2.164)
N (2.328, -0.684, -0.701)
N (-1.920, 2.137, 0.454)
C (1.532, -2.694, 0.709)
C (-3.396, -1.768, -0.106)
C (2.434, 0.580, 0.001)
C (1.383, 0.319, -2.754)
C (0.276, 1.653, 0.921)
C (-0.840, 1.165, 0.000)
C (2.665, -1.892, 0.059)
C (1.456, 0.750, 1.184)
C (-1.748, 2.218, 1.960)
C (-2.652, -0.442, -0.488)
C (-1.293, -0.266, 0.176)
C (1.528, -0.835, -1.794)
H (-0.627, -0.954, -0.335)
H (1.475, -0.086, -3.754)
H (1.089, -0.199, 1.560)
H (3.438, 0.652, 0.410)
H (1.779, -2.945, 1.735)
H (-1.765, 3.256, 2.276)
H (-4.362, -2.172, 0.189)
H (-2.878, 1.918, 0.171)
H (2.164, 1.063, -2.639)
H (0.577, 2.659, 0.613)
H (3.244, -2.538, -0.592)
H (-0.707, 1.376, -1.057)
H (-1.701, 3.071, 0.110)
H (2.335, 1.434, -0.660)
H (1.993, 1.216, 2.005)
H (1.370, -3.613, 0.161)
H (3.356, -1.576, 0.836)
H (-2.742, -0.135, -1.532)
H (-1.454, -0.519, 1.219)
H (0.585, -2.173, 0.714)
H (-2.456, 1.568, 2.458)
H (-3.648, -1.906, -1.194)
H (0.414, 0.799, -2.665)

Calculated total energy = -21928.7554 eV
SMILES = CCN(CC[C@@H]1OC[NH2+][C@@H]1C[C@H]1CO1)C(C)=O
Charge = +1
Multiplicity = 1
HOMO level = -12.233 eV
LUMO level = -3.243 eV

=====

No. 3
C25H29BI2N4OSSiTc as an isolated structure in a non-equilibrium geometry. Source: OMol25; level of theory: ωB97M-V/def2-TZVPD.

Positions of all 65 atoms, in Å:
I (-1.437, 3.161, -3.566)
I (1.606, 7.183, -0.337)
Tc (0.442, 0.005, 0.111)
S (-1.291, 0.356, 1.818)
Si (-1.846, -1.146, 5.116)
O (-0.127, 1.278, -1.351)
N (1.492, 1.773, 0.676)
N (-0.611, -1.670, -0.692)
N (0.777, -1.136, 1.829)
N (2.205, -0.462, -1.339)
C (1.568, -2.726, 3.382)
C (1.056, 5.190, -0.652)
C (0.234, 4.900, -1.703)
C (-0.179, 3.579, -1.966)
C (1.675, -2.060, 2.185)
C (2.373, 4.330, 1.320)
C (-3.484, -5.082, -1.194)
C (-3.145, 0.068, 4.585)
C (1.103, 2.847, -0.079)
C (-3.508, -5.351, -2.557)
C (0.229, 2.530, -1.171)
C (-3.009, -3.861, -0.736)
C (-2.556, -2.899, -1.632)
C (2.276, 1.970, 1.706)
C (-3.046, -4.400, -3.456)
C (0.232, -2.569, -0.771)
C (2.738, 3.250, 2.062)
C (1.522, 4.162, 0.203)
C (-0.995, -0.524, 6.654)
C (-2.645, -2.795, 5.452)
C (-0.282, -0.837, 2.617)
C (-0.468, -1.462, 3.857)
C (0.493, -2.411, 4.207)
C (-2.032, -1.585, -1.125)
C (-2.570, -3.180, -2.993)
B (1.290, -3.719, -0.865)
H (2.547, 1.091, 2.280)
H (-2.202, -2.439, -3.695)
H (2.293, -3.481, 3.652)
H (-0.226, -1.220, 7.000)
H (-2.082, -0.813, -1.893)
H (1.066, -4.462, 0.074)
H (-3.663, -0.270, 3.684)
H (3.391, 3.360, 2.917)
H (1.910, -0.147, -2.258)
H (-3.836, -5.824, -0.487)
H (3.105, -0.043, -1.134)
H (2.446, -3.279, -0.780)
H (2.729, 5.319, 1.581)
H (-2.600, -1.234, -0.266)
H (-1.918, -3.552, 5.761)
H (2.468, -2.266, 1.476)
H (-0.515, 0.440, 6.463)
H (2.318, -1.477, -1.364)
H (0.397, -2.934, 5.156)
H (1.136, -4.287, -1.938)
H (-2.719, 1.051, 4.374)
H (-1.714, -0.388, 7.467)
H (-3.055, -4.607, -4.519)
H (-0.113, 5.698, -2.345)
H (-3.389, -2.703, 6.248)
H (-3.887, -6.299, -2.916)
H (-3.880, 0.173, 5.389)
H (-2.984, -3.652, 0.328)
H (-3.153, -3.165, 4.557)

Calculated total energy = -72193.6916 eV
Charge = 0
Multiplicity = 4
HOMO level (spin up / spin down) = -5.801 / -7.503 eV
LUMO level (spin up / spin down) = -0.491 / -0.879 eV

=====

No. 4
One molecule with the formula C4H8N2 in a non-equilibrium geometry. Source: OMol25; level of theory: ωB97M-V/def2-TZVPD.

Positions of all 14 atoms, in Å:
N (-1.353, 0.424, -0.060)
N (-2.736, 0.038, 0.323)
C (1.091, -0.463, -0.457)
C (1.999, -0.313, 0.691)
C (-0.416, -0.430, -0.322)
C (1.753, 0.801, -0.148)
H (2.863, -0.912, 0.587)
H (0.945, 1.478, 0.346)
H (1.516, -0.053, 1.676)
H (2.376, 1.319, -1.046)
H (1.546, -0.877, -1.469)
H (-0.843, -1.626, -0.152)
H (-3.019, -0.900, -0.138)
H (-3.329, 0.761, -0.221)

Calculated total energy = -7253.5079 eV
SMILES = N/N=C/C1CC1
Charge = 0
Multiplicity = 1
HOMO level = -9.413 eV
LUMO level = 1.196 eV

=====

No. 5
CH2MgO4 as an isolated structure in a non-equilibrium geometry. Source: OMol25; level of theory: ωB97M-V/def2-TZVPD.

Positions of all 8 atoms, in Å:
Mg (-0.263, 0.217, 2.039)
O (-0.410, -1.046, -1.544)
O (0.346, -0.977, 0.586)
O (-0.570, 1.790, 1.098)
O (1.695, -0.710, -1.062)
C (0.471, -0.767, -0.639)
H (0.049, 2.425, 0.739)
H (-1.318, -0.932, -1.217)

Calculated total energy = -14696.0596 eV
Charge = +1
Multiplicity = 2
HOMO level (spin up / spin down) = -14.603 / -14.600 eV
LUMO level (spin up / spin down) = -6.311 / -8.190 eV

=====

No. 6
C21H23BrNO2RhSSi as an isolated structure. Source: OMol25; level of theory: ωB97M-V/def2-TZVPD.

Positions of all 51 atoms, in Å:
Rh (-0.177, -0.398, -0.269)
Br (-2.666, -7.315, 0.863)
S (-0.482, -0.294, 2.046)
Si (3.149, -0.297, -0.553)
O (-2.039, -0.675, -1.120)
O (-4.203, -1.080, -1.399)
N (-0.413, 1.795, -0.133)
C (-0.730, 4.523, 0.168)
C (2.981, 0.776, 0.966)
C (-0.647, 3.966, -1.069)
C (1.641, -1.380, -0.792)
C (-1.787, -3.354, 0.061)
C (-3.921, -5.067, -0.350)
C (-0.478, 2.569, -1.200)
C (-0.760, 3.379, 3.700)
C (-0.780, 4.225, 2.630)
C (-0.404, 1.926, -2.552)
C (-0.660, 1.987, 3.506)
C (-0.551, 1.442, 2.248)
C (3.368, 0.772, -2.068)
C (-3.091, -1.453, -1.077)
C (-1.699, -4.668, 0.501)
C (-3.992, -3.746, -0.768)
C (-2.926, -2.874, -0.572)
C (-0.541, 2.319, 1.124)
C (4.643, -1.393, -0.328)
C (-2.772, -5.512, 0.283)
C (-0.680, 3.707, 1.319)
H (-1.355, 1.430, -2.764)
H (2.614, 1.566, -2.119)
H (-0.200, 2.658, -3.330)
H (-0.948, -2.702, 0.242)
H (-0.842, 3.772, 4.706)
H (5.563, -0.801, -0.259)
H (2.199, 1.534, 0.845)
H (-0.839, 5.596, 0.286)
H (-0.676, 1.318, 4.359)
H (-0.812, -5.029, 1.004)
H (3.289, 0.169, -2.979)
H (3.919, 1.293, 1.196)
H (1.467, -1.659, -1.836)
H (0.371, 1.163, -2.576)
H (-0.881, 5.296, 2.768)
H (4.548, -1.979, 0.592)
H (-4.751, -5.743, -0.506)
H (2.713, 0.156, 1.827)
H (4.354, 1.249, -2.065)
H (4.752, -2.094, -1.163)
H (-4.881, -3.364, -1.251)
H (1.705, -2.286, -0.182)
H (-0.692, 4.577, -1.962)

Calculated total energy = -119498.6449 eV
Charge = 0
Multiplicity = 5
HOMO level (spin up / spin down) = -7.893 / -8.482 eV
LUMO level (spin up / spin down) = -0.638 / -2.237 eV

=====

- Look up the multiplicity of the second one.
  1